1.
A cluster of 5 separate species, C26H37FN6 in total, computed with ωB97M-V/def2-TZVPD.

CARTESIAN COORDINATES (ANGSTROEM)
1 F -1.3018 -2.0550 3.9172
2 C -0.4985 -1.5560 2.8860
3 C 0.5005 -0.5270 3.4114
4 C 1.9112 -0.7130 2.9176
5 C 2.5161 -1.9403 2.9019
6 C 3.8396 -2.1170 2.4418
7 C 4.5662 -1.0538 2.0038
8 C 3.9968 0.2331 2.0206
9 N 4.7494 1.2895 1.6004
10 C 4.1775 2.4572 1.6433
11 C 2.8404 2.6358 2.0890
12 N 2.0972 1.6477 2.4928
13 C 2.6631 0.4089 2.4760
14 H -0.0119 -2.4131 2.4184
15 H -1.1513 -1.0984 2.1442
16 H 0.4836 -0.5411 4.5046
17 H 0.1517 0.4631 3.1212
18 H 1.9606 -2.7981 3.2602
19 H 4.2653 -3.1115 2.4448
20 H 5.5823 -1.1699 1.6508
21 H 4.7517 3.3195 1.3193
22 H 2.4098 3.6321 2.0964
23 C -3.3108 -0.0659 5.9116
24 C -2.9640 0.7731 7.1354
25 C -1.5587 1.3812 7.0559
26 C -0.5249 0.3508 6.9695
27 N 0.2859 -0.4566 6.8873
28 H -2.6375 -0.9164 5.8046
29 H -4.3266 -0.4536 5.9887
30 H -3.2466 0.5277 4.9974
31 H -3.0396 0.1633 8.0375
32 H -3.6812 1.5890 7.2413
33 H -1.3496 1.9940 7.9336
34 H -1.4713 2.0208 6.1754
35 C -4.8051 -1.6243 -1.5051
36 C -3.4415 -2.0906 -2.0013
37 C -2.3565 -2.0446 -0.9219
38 C -2.1458 -0.6843 -0.4265
39 N -1.9878 0.3916 -0.0588
40 H -4.7776 -0.5834 -1.1780
41 H -5.5466 -1.7019 -2.3000
42 H -5.1482 -2.2328 -0.6661
43 H -3.1258 -1.4736 -2.8436
44 H -3.5073 -3.1118 -2.3730
45 H -1.4095 -2.4063 -1.3260
46 H -2.6243 -2.6816 -0.0766
47 C 1.7111 -1.9485 -3.6833
48 C 1.1917 -1.6460 -5.0815
49 C -0.3263 -1.4415 -5.1211
50 C -1.0576 -2.6231 -4.6651
51 N -1.6162 -3.5383 -4.2564
52 H 1.2982 -2.8825 -3.2966
53 H 2.7961 -2.0429 -3.6930
54 H 1.4550 -1.1459 -2.9883
55 H 1.4642 -2.4573 -5.7602
56 H 1.6654 -0.7391 -5.4495
57 H -0.6601 -1.2046 -6.1323
58 H -0.6088 -0.6076 -4.4733
59 C 0.9619 3.9824 -6.7459
60 C 0.1234 3.5825 -5.5381
61 C 0.9737 3.2452 -4.3074
62 C 1.8728 2.1198 -4.5625
63 N 2.5654 1.2272 -4.7629
64 H 1.6119 3.1666 -7.0651
65 H 0.3219 4.2447 -7.5877
66 H 1.5896 4.8460 -6.5195
67 H -0.5004 2.7223 -5.7894
68 H -0.5517 4.3966 -5.2708
69 H 0.3401 2.9835 -3.4589
70 H 1.5805 4.1038 -4.0147

## Properties
- Maximum force: 0.3 eV/Å
- Structure (SMILES): FCCc1cccc2nccnc12.CCCC#N.CCCC#N.CCCC#N.CCCC#N
- Frontier orbital gap: 8.796 eV

---

2.
A structure of composition C26H37N7O4Tc, computed with ωB97M-V/def2-TZVPD.

CARTESIAN COORDINATES (ANGSTROEM)
1 Tc -0.0755 0.2467 -0.4419
2 C -1.6264 3.7642 2.5345
3 O -1.0087 2.5556 2.0331
4 C -1.5175 1.3810 2.6312
5 C -2.5068 0.6852 1.7252
6 O -2.0115 0.5637 0.3182
7 C -2.7491 1.3848 -0.6445
8 C -1.9277 2.5847 -0.9945
9 O -0.6177 2.0762 -1.3945
10 C 0.1766 3.0753 -2.1095
11 H -1.5042 3.8325 3.6149
12 H -2.6915 3.7959 2.2922
13 H -1.1192 4.6027 2.0645
14 H -2.0309 1.5936 3.5731
15 H -0.6827 0.7197 2.8668
16 H -3.4412 1.2365 1.6620
17 H -2.7188 -0.3300 2.0579
18 H -3.7190 1.6598 -0.2367
19 H -2.9216 0.7580 -1.5136
20 H -1.7889 3.2716 -0.1622
21 H -2.3853 3.1133 -1.8326
22 H -0.3866 3.3996 -2.9817
23 H 1.0985 2.5957 -2.4095
24 H 0.3690 3.9178 -1.4470
25 N -2.0919 -1.5608 -3.8364
26 C -1.3985 -0.7315 -3.1102
27 N -1.0744 -0.9780 -1.8355
28 C -1.4163 -2.2271 -1.2732
29 N -0.9477 -2.5567 -0.1073
30 N -0.1488 -1.5711 0.4146
31 C 0.5213 -1.7850 1.4997
32 C 1.2693 -0.6601 2.0201
33 C 2.0433 -0.7030 3.1527
34 C 2.6744 0.4749 3.5758
35 C 2.5091 1.6297 2.8377
36 C 1.7048 1.6074 1.6999
37 N 1.0966 0.4909 1.3026
38 C -2.2648 -3.1210 -2.0210
39 C -2.7559 -4.3210 -1.4886
40 C -3.5583 -5.1289 -2.2647
41 C -3.8686 -4.7683 -3.5807
42 C -3.3888 -3.5915 -4.1289
43 C -2.5985 -2.7786 -3.3365
44 H -2.2929 -1.3137 -4.8010
45 H -1.0809 0.1993 -3.5642
46 H 0.4768 -2.7625 1.9717
47 H 2.1574 -1.6316 3.6985
48 H 3.2760 0.4772 4.4763
49 H 2.9846 2.5563 3.1317
50 H 1.5247 2.5035 1.1236
51 H -2.4964 -4.6008 -0.4769
52 H -3.9518 -6.0502 -1.8565
53 H -4.4915 -5.4178 -4.1821
54 H -3.6271 -3.3183 -5.1501
55 C 3.8062 1.9665 -1.5768
56 N 3.5498 0.7783 -2.3968
57 C 4.6094 0.4871 -3.3924
58 C 4.0379 -0.3345 -4.5223
59 C 3.4040 -1.5756 -3.9425
60 N 2.4558 -1.2135 -2.8573
61 C 1.4912 -2.2606 -2.5349
62 C 2.5436 -0.0593 -2.2143
63 O 1.6099 0.2857 -1.3171
64 H 3.8219 2.8563 -2.2062
65 H 4.7867 1.8662 -1.1118
66 H 3.0580 2.0738 -0.8031
67 H 5.4302 -0.0303 -2.8917
68 H 4.9904 1.4439 -3.7442
69 H 4.8243 -0.6091 -5.2226
70 H 3.2964 0.2506 -5.0718
71 H 4.1522 -2.2579 -3.5349
72 H 2.8357 -2.1213 -4.6944
73 H 0.7054 -2.3165 -3.2909
74 H 1.0566 -2.1070 -1.5551
75 H 2.0156 -3.2151 -2.5257

## Properties
- <S²>: 3.779
- Maximum force: 0.9 eV/Å
- Charge: +4
- Multiplicity: 4
- Frontier orbital gap (alpha / beta): 6.992 / 5.698 eV

---

3.
A cluster of 4 separate species, C26H37N9OS5 in total at a distorted geometry, computed with ωB97M-V/def2-TZVPD.

CARTESIAN COORDINATES (ANGSTROEM)
1 N 3.7226 1.3523 1.1149
2 C 3.3301 1.5566 -0.0008
3 C 2.8160 1.7190 -1.5353
4 C 1.1919 1.7832 -1.4319
5 N 0.7538 2.1545 -0.0288
6 C 3.4612 3.1426 -2.0218
7 C 2.5419 4.3873 -1.4921
8 C 3.2752 5.8106 -1.6179
9 S 2.1464 7.2769 -1.2902
10 C 0.3934 6.7145 -1.1400
11 S -0.4834 6.8156 0.3054
12 N -0.2344 6.1386 -2.3715
13 C 0.2185 6.6012 -3.6710
14 C -0.6315 5.7327 -4.6431
15 N -1.4915 4.8581 -3.8475
16 C -1.2483 5.1003 -2.4374
17 C 3.3373 0.4785 -2.4210
18 S 3.0651 0.6598 -4.2554
19 C 4.9505 0.4289 -2.2056
20 N 6.1502 0.5612 -2.1317
21 C 2.7891 -0.9712 -1.8928
22 C 1.7438 -1.6760 -2.8920
23 C 0.9579 -2.9397 -2.2680
24 S 1.5255 -3.4709 -0.5826
25 C 0.7075 -2.4026 0.7342
26 S 1.8043 -1.6217 1.7749
27 N -0.7521 -2.2901 0.8538
28 C -1.1952 -1.8288 2.1996
29 C -1.2721 -0.2171 2.3619
30 O -1.6998 0.4843 1.1618
31 C -2.4436 -0.3867 0.2658
32 C -1.3713 -1.4999 -0.2569
33 H 0.6978 0.7484 -1.6276
34 H 0.7235 2.4822 -2.2274
35 H 0.6542 1.3062 0.5546
36 H -0.1949 2.5528 -0.0889
37 H 3.4777 3.2496 -3.1643
38 H 4.5319 3.2546 -1.5880
39 H 1.6484 4.4159 -2.2333
40 H 2.2068 4.2609 -0.4070
41 H 4.0701 5.8541 -0.7721
42 H 3.8556 5.9675 -2.5959
43 H 1.0189 7.3924 -3.9042
44 H -0.5314 5.7962 -5.7778
45 H -1.7245 4.5709 -1.5361
46 H 2.3636 1.8559 -4.4530
47 H 2.2264 -0.7525 -0.9187
48 H 3.6969 -1.6534 -1.7752
49 H 0.9321 -0.8896 -3.1583
50 H 2.2687 -2.0551 -3.8529
51 H 1.1298 -3.8500 -2.9679
52 H -0.1771 -2.7271 -2.3422
53 H -0.6198 -2.3000 3.0754
54 H -2.2888 -2.2009 2.3223
55 H -2.0140 0.0942 3.2022
56 H -0.2553 0.2203 2.6792
57 H -3.3472 -0.8780 0.8035
58 H -2.9051 0.1772 -0.6328
59 H -0.5563 -0.9534 -0.8750
60 H -1.9330 -2.2203 -0.9675
61 C -0.4957 -4.5327 6.2783
62 C -1.4680 -4.3355 5.1522
63 N -2.2362 -4.1790 4.2625
64 H 0.4143 -3.9613 6.0871
65 H -0.9398 -4.1932 7.2155
66 H -0.2407 -5.5901 6.3671
67 C -2.3628 -6.0125 0.9125
68 C -2.7464 -5.0166 -0.1423
69 N -3.0487 -4.2278 -0.9743
70 H -3.1908 -6.7006 1.0918
71 H -1.4906 -6.5814 0.5858
72 H -2.1225 -5.4934 1.8427
73 C -6.1962 -4.3568 4.8979
74 C -6.1526 -4.9458 6.2779
75 N -6.1179 -5.4111 7.3679
76 H -6.8347 -4.9645 4.2545
77 H -6.5953 -3.3420 4.9394
78 H -5.1897 -4.3269 4.4755

## Properties
- Maximum force: 6.3 eV/Å
- Structure (SMILES): N#C[C@@](CN)(CCCSC(=S)n1ccnc1)[C@@](S)(C#N)CCCSC(=S)N1CCOCC1.CC#N.CC#N.CC#N
- Frontier orbital gap: 7.214 eV

---

4.
A structure of composition C26H38BClN3O6Ru at a distorted geometry, computed with ωB97M-V/def2-TZVPD.

CARTESIAN COORDINATES (ANGSTROEM)
1 O 0.4650 -0.5475 -1.7148
2 C -0.3491 -0.3890 -2.8415
3 C -0.0981 0.9355 -3.5241
4 C 0.5651 1.9675 -2.8690
5 H 0.9335 1.7836 -1.8709
6 C 0.7614 3.1946 -3.4860
7 H 1.2688 3.9912 -2.9550
8 C 0.3077 3.4049 -4.7813
9 H 0.4585 4.3614 -5.2657
10 C -0.3364 2.3739 -5.4536
11 H -0.6859 2.5238 -6.4672
12 C -0.5375 1.1527 -4.8266
13 H -1.0443 0.3520 -5.3514
14 H -0.1324 -1.1736 -3.5750
15 C -2.1210 -2.0190 -2.1364
16 C -1.7922 -0.5845 -2.3953
17 H -3.1764 -2.2499 -2.2545
18 H -1.8094 -2.3041 -1.1331
19 H -1.5631 -2.6614 -2.8222
20 C -2.6240 0.4457 -2.2266
21 C -4.0378 0.4113 -1.7536
22 H -2.2556 1.4350 -2.4760
23 H -4.7445 0.7982 -2.4825
24 H -4.1568 0.9974 -0.8389
25 H -4.3442 -0.6074 -1.5016
26 Ru 0.0003 -0.6460 0.0991
27 Cl -2.2973 -0.4472 -0.1264
28 C -1.0806 -0.4082 2.8071
29 O -0.2136 -1.0118 2.1544
30 N -1.2306 -0.5388 4.1279
31 C -0.7006 -1.6838 4.8394
32 C -1.9163 0.4726 4.9024
33 H -1.7783 0.2747 2.3251
34 H -0.1377 -2.2959 4.1453
35 H -1.5117 -2.2728 5.2685
36 H -0.0453 -1.3555 5.6462
37 H -2.1126 1.3406 4.2811
38 H -1.3075 0.7830 5.7522
39 H -2.8656 0.0903 5.2791
40 H 4.8142 1.2329 -1.9403
41 H 4.6988 1.5740 0.7612
42 C 3.7402 1.1212 -1.7992
43 C 3.6453 1.3150 0.6571
44 N 3.4644 0.4919 -0.5258
45 H 3.3407 0.5181 -2.6099
46 C 2.8596 -0.6860 -0.4624
47 O 2.0599 -1.0438 0.4199
48 H 3.2951 0.7784 1.5296
49 H 3.1455 -1.3732 -1.2698
50 H 3.2740 2.1062 -1.8292
51 H 3.0555 2.2220 0.5529
52 H -0.0951 -6.0306 0.6405
53 H 2.1013 -6.1957 -0.9803
54 C -0.4630 -5.4949 -0.2352
55 C 1.5887 -5.4772 -1.6193
56 N 0.6060 -4.7406 -0.8539
57 H -1.2583 -4.8222 0.0674
58 C 0.6297 -3.4091 -0.7880
59 O -0.1364 -2.7430 -0.0711
60 H 2.3092 -4.7801 -2.0296
61 H 1.3627 -2.9234 -1.4301
62 H -0.8783 -6.2120 -0.9417
63 H 1.1049 -6.0196 -2.4330
64 O 1.1890 1.6088 1.8509
65 B 0.2633 1.5489 0.7529
66 O -0.8611 2.4162 1.0826
67 C -0.5331 2.9308 2.2919
68 C -1.2691 3.8150 3.0875
69 C -0.7394 4.1739 4.3482
70 C 0.4978 3.6548 4.7857
71 C 1.2158 2.7795 3.9630
72 C 0.6671 2.4472 2.7315
73 H -2.2227 4.1987 2.7616
74 H -1.2872 4.8437 4.9993
75 H 0.8974 3.9230 5.7568
76 H 2.1640 2.3595 4.2821

## Properties
- Energy relative to the best compared isomer or geometry (same formula, charge and spin): 0.0 kcal per mole
- <S²>: 8.784
- Maximum force: 7.4 eV/Å
- Multiplicity: 6
- Frontier orbital gap (alpha / beta): 5.249 / 6.712 eV

---

5.
A structure of composition C26H38BrNOP2Pb at a distorted geometry, computed with ωB97M-V/def2-TZVPD.

CARTESIAN COORDINATES (ANGSTROEM)
1 C -2.1716 -3.2609 2.1787
2 C -0.7457 -3.2027 2.3349
3 C 0.0111 -4.3051 1.8609
4 C -0.6718 -5.4708 1.4544
5 N -1.9775 -5.4766 1.3824
6 C -2.7398 -4.4896 1.7715
7 C -0.0276 -2.0596 2.9489
8 C 0.3025 -0.8938 2.7442
9 C 0.8127 0.3318 3.2642
10 C 1.2655 1.5081 2.5214
11 C 1.5035 2.6798 3.2666
12 C 1.5590 2.6200 4.6499
13 C 1.3178 1.4366 5.3765
14 C 0.8989 0.2958 4.6794
15 Pb -0.3370 2.0739 0.1521
16 P -0.9309 -1.0714 -1.5353
17 H 1.1188 -4.2157 1.8040
18 H -2.7888 -2.3513 2.3656
19 H -0.0896 -6.3366 1.1969
20 H -3.8116 -4.5944 1.7749
21 H 0.6215 -0.6256 5.1997
22 H 1.7729 1.4751 1.5466
23 H 1.4717 1.4139 6.4652
24 H 1.7455 3.5639 2.6832
25 C -0.8645 -0.6676 -3.3568
26 C -0.8523 -1.6972 -4.4870
27 H 0.0654 -0.0815 -3.4245
28 H -1.6941 0.0386 -3.5057
29 H -0.7515 -1.1316 -5.4230
30 H -0.0103 -2.3958 -4.4299
31 H -1.7731 -2.2838 -4.5652
32 C -0.0252 -2.7407 -1.5116
33 C -0.6795 -4.0530 -1.9317
34 H 0.2838 -2.8180 -0.4556
35 H 0.8992 -2.5751 -2.0916
36 H 0.0822 -4.8378 -1.8327
37 H -1.5234 -4.3247 -1.2849
38 H -1.0254 -4.0614 -2.9711
39 C -2.7026 -1.5646 -1.2752
40 C -3.5882 -2.1065 -2.4002
41 H -3.1492 -0.6235 -0.9136
42 H -2.7037 -2.2530 -0.4161
43 H -4.6000 -2.2301 -1.9879
44 H -3.6555 -1.4202 -3.2528
45 H -3.2689 -3.0870 -2.7721
46 Br 2.1105 4.3137 5.4790
47 P 2.6634 0.2017 -0.6865
48 C 3.0891 -0.8844 -2.0939
49 C 4.3622 -0.5374 -2.8524
50 H 2.2141 -0.8314 -2.7712
51 H 3.1032 -1.9180 -1.7056
52 H 4.4217 -1.2264 -3.7047
53 H 4.3310 0.5003 -3.2163
54 H 5.2571 -0.6757 -2.2290
55 C 3.3570 1.8949 -1.0143
56 C 4.7931 2.1740 -0.5724
57 H 2.6640 2.5978 -0.5033
58 H 3.2216 2.0683 -2.0985
59 H 4.9813 3.2333 -0.8008
60 H 4.9353 2.0096 0.5076
61 H 5.5236 1.5696 -1.1343
62 C 3.5176 -0.4344 0.8160
63 C 4.8776 -1.0987 0.6148
64 H 2.7862 -1.1418 1.2506
65 H 3.5633 0.4011 1.5368
66 H 5.1984 -1.4542 1.6024
67 H 4.8067 -1.9510 -0.0778
68 H 5.6303 -0.3869 0.2458
69 O -3.5524 3.6976 0.1355
70 C -2.7326 2.8839 0.0393

## Properties
- Maximum force: 6.4 eV/Å
- Charge: +4
- Frontier orbital gap (alpha / beta): 4.129 / 4.096 eV

---

6.
A cluster of 3 separate species, C26H38F3N10O3S2 in total at a distorted geometry, computed with ωB97M-V/def2-TZVPD.

CARTESIAN COORDINATES (ANGSTROEM)
1 C 1.7124 -3.1713 1.6809
2 C 1.2541 -3.4972 0.1400
3 N 1.0705 -2.3447 -0.7583
4 C -0.2624 -2.0564 -1.3039
5 N -0.9857 -0.7844 -0.8101
6 C -0.3691 0.3144 -1.6720
7 C -1.2587 1.6867 -1.7642
8 C -2.8823 1.4760 -1.6996
9 F -3.6087 0.1916 -1.9428
10 C -3.7742 2.6694 -1.4143
11 F -4.5711 3.1600 -2.5701
12 F -3.9201 3.3089 -0.0861
13 C -0.5773 -0.6338 0.6497
14 C -1.6521 0.2915 1.5316
15 N -1.4395 -0.1627 2.9912
16 N -1.3312 1.7694 1.5092
17 N -3.0817 -0.0591 1.1808
18 N -0.8916 -2.8292 -2.2442
19 C -0.3276 -4.0740 -2.8700
20 C -1.5523 -5.1911 -3.0620
21 C -1.0730 -6.7263 -2.6027
22 S -1.6689 -7.0414 -0.8222
23 O -1.7878 -5.7532 0.0272
24 O -0.7359 -8.0123 -0.0391
25 O -3.2373 -7.7814 -0.7838
26 N -2.1524 -2.3627 -2.6843
27 C -2.0419 -1.9371 -4.0146
28 S -1.7055 -1.4366 -5.6303
29 C 2.2605 -1.8325 -1.4912
30 C 2.0996 -1.6417 -3.1329
31 C 3.3866 -1.0238 -3.9672
32 C 4.7168 -0.6439 -3.0609
33 C 4.6262 -0.9307 -1.4498
34 N 3.4762 -1.4903 -0.6695
35 H 0.8322 -3.5413 2.3916
36 H 1.8000 -2.0113 1.8157
37 H 2.7000 -3.7392 1.9626
38 H 2.0507 -4.2508 -0.3266
39 H 0.2480 -4.1320 0.2092
40 H 0.7180 0.6268 -1.2940
41 H -0.2152 -0.0649 -2.7930
42 H -0.9336 2.5268 -0.9897
43 H -1.0274 2.1593 -2.8359
44 H -0.6342 -1.7123 1.1567
45 H 0.5295 -0.1928 0.7281
46 H -1.6257 -1.1885 3.0768
47 H -0.3901 -0.0791 3.1255
48 H -2.2047 2.3461 1.5884
49 H -0.7065 2.0341 2.3034
50 H -3.6823 0.7861 1.0586
51 H -3.4740 -0.6938 1.9195
52 H 0.0928 -3.9008 -3.9711
53 H 0.5140 -4.6212 -2.2801
54 H -2.4858 -4.9563 -2.3584
55 H -1.9529 -5.2013 -4.1765
56 H 0.0758 -6.8972 -2.7441
57 H -1.6307 -7.5517 -3.2538
58 H -3.6898 -7.5186 0.0920
59 H 1.1375 -1.8791 -3.7521
60 H 3.3800 -0.8402 -5.1282
61 H 5.6911 -0.1639 -3.5220
62 H 5.5902 -0.6151 -0.8186
63 N 1.6024 2.5851 4.0478
64 C 0.7290 2.9802 5.0274
65 C 0.9493 4.3156 5.2808
66 C 1.9882 4.7424 4.4195
67 C 2.3707 3.6544 3.6672
68 H 1.6689 1.6509 3.6650
69 H 0.0284 2.2787 5.4603
70 H 0.4183 4.9177 6.0066
71 H 2.4112 5.7365 4.3545
72 H 3.1228 3.5496 2.8967
73 N 1.1267 6.7366 1.9123
74 C 1.7806 7.8715 1.5088
75 C 0.8419 8.8631 1.3306
76 C -0.4221 8.3082 1.6433
77 C -0.2164 6.9948 2.0021
78 H 1.5664 5.8478 2.1132
79 H 2.8549 7.8760 1.3819
80 H 1.0455 9.8769 1.0111
81 H -1.3792 8.8125 1.6108
82 H -0.9091 6.2237 2.3116

## Properties
- Maximum force: 8.3 eV/Å
- Charge: +1
- Frontier orbital gap: 4.407 eV